Entry 1:
{"formula": "C21H24N2OP2STm", "method": "wB97M-V/def2-TZVPD", "lumo_ev": [-4.989, -4.998], "spin_multiplicity": 3, "charge": 1, "molar_mass_g_mol": 583.4, "gap_ev": [4.35, 4.31], "de_lowest_kcal_mol": 65.5, "s2": 2.0037, "max_force_ev_per_a": 4.1, "symbols": ["H", "N", "O", "H", "H", "H", "P", "C", "C", "C", "H", "C", "C", "N", "H", "C", "C", "H", "H", "H", "H", "C", "C", "H", "C", "C", "Tm", "H", "H", "C", "H", "S", "C", "C", "C", "C", "C", "H", "P", "H", "H", "C", "H", "H", "H", "C", "H", "H", "C", "C", "H", "H"], "xyz": [[1.2042, -4.5540, -0.5773], [0.3339, 0.3361, -2.7478], [3.2762, -0.6716, 0.5146], [-2.5508, 2.6954, 0.7731], [4.6857, -2.2789, -4.1906], [-3.6246, 3.0967, -0.6053], [-2.4034, 1.0473, -0.9646], [1.3944, -0.4029, -3.2647], [2.3080, 1.6931, -4.0429], [0.8041, 3.6439, -4.3306], [4.4803, 0.1956, -4.5923], [-2.6375, 2.7299, -0.3204], [1.3542, -3.5351, -0.1987], [0.8536, 0.2829, 3.6615], [-0.6726, -2.3318, -3.1684], [2.6489, -2.4620, -3.5021], [0.0398, -0.0088, 2.8677], [-2.5104, 3.8378, -3.6156], [1.2984, -3.5188, 0.8934], [2.7087, -3.5488, -3.3648], [-4.7869, 0.7628, -0.8674], [3.7573, -1.7455, -3.9795], [1.4587, -1.8263, -3.1613], [-3.4393, 1.8228, -2.9558], [0.0051, 1.5615, -3.3242], [-3.9293, 0.1843, -0.5080], [0.0975, 0.1445, -0.5388], [-2.5440, 0.2897, -3.2493], [0.4371, -3.7154, -2.8429], [-1.4976, -3.3586, -0.5227], [-3.9684, 0.0635, 0.5807], [-1.1295, -0.4412, 1.7691], [2.5865, 0.1736, 0.0474], [-1.3093, 2.1025, -3.2802], [-2.5003, 1.2911, -2.7839], [-1.5080, 3.4170, -3.6973], [1.0693, 2.3120, -3.9021], [3.1224, 2.2513, -4.4704], [0.0472, -2.4623, -0.8466], [-3.9337, -0.8063, -0.9874], [-1.3632, -4.4084, -0.8008], [0.2637, -2.6428, -2.6758], [1.6486, 4.2079, -4.7095], [-1.8668, 3.4044, -0.7187], [-1.7319, -3.2628, 0.5441], [-0.4454, 4.1994, -4.1692], [-2.3115, -2.9097, -1.1119], [2.9333, 1.1316, -0.5742], [3.6577, -0.3853, -4.2069], [2.4770, 0.3215, -3.8450], [-0.6282, 5.2424, -4.4346], [2.3402, -3.1657, -0.4972]], "lowdin_charge": [0.064, -0.045, -0.086, 0.057, 0.124, 0.060, 0.724, -0.173, 0.105, 0.009, 0.123, -0.238, -0.219, 0.075, 0.098, 0.001, -0.869, 0.130, 0.067, 0.134, 0.062, -0.029, -0.210, 0.095, -0.166, -0.244, 0.915, 0.103, 0.098, -0.246, 0.047, 0.462, -0.398, -0.218, -0.286, -0.006, -0.133, 0.141, 0.752, 0.048, 0.061, -0.279, 0.126, 0.052, 0.041, -0.041, 0.045, 0.012, 0.015, -0.132, 0.123, 0.049]}

Entry 2:
{"formula": "C37H54N3PTm", "method": "wB97M-V/def2-TZVPD", "lumo_ev": [2.406, 2.402], "spin_multiplicity": 3, "charge": -1, "molar_mass_g_mol": 740.8, "gap_ev": [2.70, 4.91], "de_lowest_kcal_mol": 0.0, "s2": 2.0282, "max_force_ev_per_a": 2.6, "symbols": ["C", "H", "H", "C", "H", "C", "H", "N", "C", "C", "C", "H", "C", "H", "C", "H", "C", "C", "C", "H", "H", "H", "C", "H", "H", "C", "C", "H", "H", "C", "H", "C", "C", "H", "H", "H", "H", "C", "H", "P", "C", "H", "H", "H", "H", "H", "H", "H", "H", "C", "C", "H", "C", "H", "N", "H", "Tm", "C", "H", "H", "C", "C", "H", "C", "H", "H", "H", "C", "C", "H", "C", "N", "C", "C", "H", "H", "H", "H", "C", "C", "H", "H", "H", "C", "C", "C", "H", "H", "H", "H", "H", "H", "H", "H", "H", "C"], "xyz": [[-5.0836, 1.7865, -2.5827], [-2.7964, -1.8664, 3.2015], [-3.3527, 3.2585, 4.1158], [0.9689, -0.7214, -3.9919], [-2.9570, 5.0903, 1.1281], [1.2709, 3.0666, 1.1577], [2.6901, -3.9476, -2.6662], [2.5683, -1.1050, -2.5253], [-0.2104, -2.8975, 0.1523], [4.3353, -2.6744, -2.0544], [-4.1025, 2.8071, 0.6136], [-3.6787, 2.0195, 2.8899], [-0.0032, -1.3253, 1.8550], [4.1043, 1.6165, -0.6143], [5.4108, -0.8038, -0.2241], [-0.1445, 4.0091, -1.0292], [-3.7618, 1.4163, -2.8995], [-5.8075, 0.9749, -1.6778], [3.7308, -1.4331, -1.8091], [2.2914, -3.2236, 1.8888], [7.3799, -1.8617, 1.2164], [-2.2697, -0.1922, -2.7283], [2.1753, -2.4804, 1.0832], [0.4817, 3.1504, 3.4990], [0.4607, -0.4720, -4.8750], [-1.5349, -2.5193, 0.5945], [0.5045, -0.7470, 3.1202], [-3.1404, 2.0718, -3.5744], [-2.3670, -0.1733, 2.9599], [-1.6241, 2.8837, 2.8749], [-0.7001, -4.0383, -1.6122], [0.0766, -3.9921, -0.8266], [3.4532, 0.7404, -0.4949], [-0.6359, 2.4430, -1.7322], [8.2236, -1.8324, -0.3636], [4.3036, -4.6532, -2.7939], [-6.8242, 1.2679, -1.4065], [-2.8531, -3.0561, 0.1595], [1.0471, -3.8666, -1.3304], [-1.4332, 2.0422, 1.1931], [-0.4772, 2.7949, 3.8836], [0.1015, -1.2901, 3.9894], [0.6514, 1.2744, 0.1852], [-4.4012, 3.2994, 1.5477], [-3.4587, -0.9891, 1.8154], [-2.7065, -4.0731, -0.2682], [2.1801, 3.2600, 0.5647], [-0.3605, 1.7754, 4.2727], [3.7811, -3.4960, -3.9711], [-2.9141, 2.4101, 3.5693], [3.7320, -3.7283, -2.9093], [0.0881, -4.9531, -0.2801], [0.7299, -2.1733, 0.9527], [-1.7408, 3.9432, 2.5941], [-5.3466, -0.1796, -1.2172], [-5.5359, 2.6950, -2.9827], [-0.3864, -0.5459, -0.5143], [4.1938, -0.5091, -0.8358], [-4.7505, 3.1950, -0.1826], [1.5760, 2.4645, 2.0290], [-2.6475, 3.1095, 0.2430], [-4.1089, -0.6459, -1.4919], [0.2101, 0.3043, 3.2247], [0.2353, 2.3232, 0.2991], [-3.5321, -3.1778, 1.0192], [2.7728, -1.5939, 1.3373], [-2.4998, 2.7807, -0.8006], [1.4849, -0.6288, -1.8383], [-3.2896, 0.1523, -2.4348], [6.0959, -3.8438, -1.5808], [-2.3462, 4.6187, 0.3435], [0.5332, -0.3734, -2.7530], [7.3826, -2.2772, 0.1951], [-3.8329, -2.0651, -0.9985], [1.5901, -0.8206, 3.1734], [5.8103, -0.0690, 0.4799], [-0.7433, 3.4368, 4.7376], [2.5994, 0.9101, -1.1627], [5.5481, -2.9183, -1.4119], [-2.5659, -1.1095, 2.4387], [-1.2894, 4.8519, 0.5362], [-4.7730, -2.5557, -0.7476], [-3.2008, -2.5002, -1.8057], [6.0698, -2.0084, -0.4867], [2.2006, -1.2902, -3.8549], [0.1112, 2.9438, -1.0967], [0.8880, 4.0404, 1.5018], [7.5327, -3.3620, 0.2475], [-4.2867, 1.7269, 0.6842], [2.8881, -1.7665, -4.5268], [-2.6254, 5.0941, -0.6102], [2.5796, -2.8989, 0.1560], [1.0806, 2.8619, -1.6093], [3.0859, 0.7199, 0.5425], [-2.6941, 1.6292, 4.3118], [-1.4155, -1.5350, 1.6055]], "lowdin_charge": [-0.191, 0.087, 0.083, -0.148, 0.072, -0.124, 0.074, -0.041, -0.321, -0.205, -0.129, 0.046, -0.319, 0.087, -0.013, 0.071, -0.161, -0.244, -0.130, 0.091, 0.078, 0.054, -0.039, 0.042, 0.079, -0.295, -0.044, 0.099, 0.033, -0.526, 0.081, -0.045, -0.060, 0.070, 0.081, 0.079, 0.080, -0.104, 0.049, 1.111, -0.127, 0.090, 0.027, 0.061, 0.082, 0.093, 0.074, 0.058, 0.066, -0.130, -0.044, 0.085, -0.337, 0.081, 0.023, 0.059, 0.962, -0.191, 0.071, 0.067, -0.537, -0.351, 0.035, -0.551, 0.078, 0.068, 0.071, -0.295, -0.095, 0.112, -0.129, -0.073, -0.070, -0.097, 0.071, 0.122, 0.081, 0.042, -0.013, -0.059, 0.053, 0.068, 0.073, -0.279, -0.069, -0.111, 0.077, 0.071, 0.071, 0.092, 0.082, 0.068, 0.082, 0.087, 0.073, -0.327]}

Entry 3:
{"formula": "C20H26FN5O3", "method": "wB97M-V/def2-TZVPD", "lumo_ev": 0.546, "smiles": "C[C@@H]1CN(C(=O)c2n[nH]cc2-c2ccncc2)CC[C@@H]1N(C)C(=O)COCCF", "charge": 0, "molar_mass_g_mol": 403.5, "gap_ev": 9.67, "de_lowest_kcal_mol": 19.8, "max_force_ev_per_a": 0.1, "symbols": ["N", "H", "C", "C", "N", "H", "O", "F", "C", "N", "C", "C", "N", "C", "H", "H", "H", "H", "H", "H", "H", "C", "C", "O", "C", "H", "H", "H", "C", "C", "C", "H", "C", "H", "H", "C", "N", "H", "C", "H", "C", "C", "C", "C", "H", "H", "H", "H", "C", "H", "O", "H", "H", "H", "H"], "xyz": [[-3.6684, -3.1339, -2.4779], [-3.4223, 2.3373, 1.5101], [-4.1007, -1.8599, -2.5171], [-0.0033, -1.1039, -1.1182], [1.8047, 1.8621, 0.0024], [4.2147, 0.0013, -1.2755], [3.2257, -1.0716, 0.1895], [3.1805, -1.9171, 2.9240], [0.0379, 0.4249, -1.1777], [-0.5649, -1.5423, 0.1455], [0.2507, 0.3687, 1.4300], [0.2598, -1.1515, 1.2780], [-3.6209, 2.9434, -0.4422], [0.5020, 1.1651, 0.1057], [-0.1431, -1.6142, 2.1756], [2.7140, 3.7259, 0.2391], [0.9932, -1.5446, -1.1877], [2.2094, 0.5658, 2.3510], [-0.1795, 2.0118, 0.1766], [-0.9801, 0.7592, -1.3766], [5.2721, -1.2328, 0.4574], [-3.5726, 0.2186, -1.1203], [3.2443, -0.0362, -0.7711], [-2.2535, -2.3165, 1.4445], [-3.7199, 1.2068, -2.0911], [-4.8212, -1.5255, -3.2447], [-0.5899, -1.4988, -1.9454], [0.9037, 0.2121, 3.4725], [-2.6726, -2.2024, -0.8767], [1.1641, 0.7783, 2.5771], [4.2033, -2.2018, 2.0246], [5.1247, -2.3333, 2.5943], [-3.5019, 1.9936, 0.4840], [2.4809, -0.2678, -1.5058], [-0.7792, 0.6202, 1.7078], [-3.4721, -1.1992, -1.4844], [-2.7940, -3.3643, -1.4891], [4.4577, -0.1234, 1.5726], [4.3574, -1.0757, 1.0444], [1.4691, 3.3902, 1.4431], [-1.8047, -2.0461, 0.3420], [-3.7402, 2.5368, -1.7048], [3.0570, 1.3477, -0.1581], [-3.4788, 0.6357, 0.2062], [-3.7814, 0.9459, -3.1400], [0.6325, 0.7631, -2.0286], [0.9951, 3.7757, -0.2184], [1.2706, -1.5250, 1.1184], [1.7429, 3.2695, 0.3942], [3.9452, -3.1318, 1.5155], [4.0655, 1.9823, 0.1233], [1.0736, 1.8365, 2.8187], [-3.8454, 3.3185, -2.4494], [-3.9419, -3.8922, -3.0769], [-3.3996, -0.0852, 1.0097]], "lowdin_charge": [-0.010, 0.108, -0.029, -0.121, -0.052, 0.137, -0.146, -0.047, -0.080, -0.018, -0.254, -0.097, 0.058, -0.197, 0.132, 0.085, 0.112, 0.071, 0.126, 0.096, 0.137, -0.181, -0.102, 0.068, -0.027, 0.128, 0.125, 0.091, -0.181, -0.035, -0.166, 0.123, -0.143, 0.102, 0.135, -0.125, 0.119, 0.126, -0.189, 0.084, -0.411, -0.148, -0.424, -0.010, 0.111, 0.120, 0.096, 0.112, -0.024, 0.126, 0.048, 0.072, 0.104, 0.153, 0.113]}

Entry 4:
{"formula": "C7H5ClFO2", "method": "wB97M-V/def2-TZVPD", "lumo_ev": [2.775, 2.753], "charge": -1, "molar_mass_g_mol": 175.6, "gap_ev": [7.40, 7.34], "de_lowest_kcal_mol": 90.2, "max_force_ev_per_a": 2.5, "symbols": ["H", "F", "C", "C", "H", "Cl", "O", "C", "C", "H", "C", "C", "H", "H", "C", "O"], "xyz": [[0.9148, 2.7731, 0.3160], [-1.6621, 3.2877, 0.2095], [0.2278, 1.8909, 0.2928], [0.1959, -0.6538, 0.5309], [-1.1428, -1.9877, -0.8673], [-2.4025, -0.6061, 1.6525], [-3.5583, -0.1522, -1.9901], [0.6772, 0.5788, 0.7552], [-2.2068, -0.3383, 0.0270], [1.5762, 0.6016, 1.3707], [-1.0995, 2.0198, 0.2272], [-3.5790, -0.1050, -0.7740], [0.6857, -1.5303, 1.0761], [-0.5258, -0.2287, -1.3044], [-0.8896, -0.9108, -0.4978], [-4.5448, -0.0319, -0.0101]], "lowdin_charge": [0.097, -0.064, -0.165, -0.226, 0.151, 0.799, -0.020, -0.199, -0.494, 0.087, -0.084, -0.793, 0.107, 0.122, -0.236, -0.082]}

Entry 5:
{"formula": "H6P4S", "method": "wB97M-V/def2-TZVPD", "lumo_ev": [0.793, -2.708], "spin_multiplicity": 3, "charge": 0, "molar_mass_g_mol": 162.0, "gap_ev": [8.80, 5.72], "s2": 2.0064, "max_force_ev_per_a": 2.3, "symbols": ["S", "P", "P", "H", "H", "H", "H", "H", "P", "H", "P"], "xyz": [[-3.2827, 0.9202, -0.3517], [-0.5796, -2.0232, 0.1148], [0.5317, 1.2123, -0.0623], [0.9631, 1.9031, 1.2202], [-2.4212, 1.7351, -0.9657], [-1.8987, -2.1097, 0.3286], [2.7009, 1.5149, -0.9649], [-0.2421, -2.9683, 1.1651], [2.4773, 0.3167, -0.2702], [2.1537, -0.2687, -1.5202], [-0.4024, -0.2325, 1.3063]], "lowdin_charge": [0.309, 0.324, 0.076, -0.119, -0.318, -0.237, -0.186, -0.146, 0.368, -0.166, 0.095]}

Entry 6:
{"formula": "C17H18FN3O3Se3TeTi", "method": "wB97M-V/def2-TZVPD", "lumo_ev": [-3.563, -3.564], "spin_multiplicity": 2, "charge": 1, "molar_mass_g_mol": 743.7, "gap_ev": [5.20, 5.23], "de_lowest_kcal_mol": 3.5, "s2": 0.7569, "max_force_ev_per_a": 1.2, "symbols": ["H", "N", "C", "C", "N", "C", "O", "C", "C", "H", "C", "H", "C", "H", "H", "C", "O", "C", "C", "F", "H", "H", "C", "Se", "C", "H", "C", "H", "H", "Se", "Ti", "C", "H", "H", "H", "H", "O", "H", "C", "H", "H", "N", "C", "C", "Te", "Se", "H"], "xyz": [[5.4931, -1.1774, -1.5826], [2.5068, 0.2138, -1.3853], [-2.9737, -0.2574, 0.0503], [-3.2722, -0.2346, 1.4305], [4.9258, 0.8142, -1.1831], [-1.1947, -0.1886, -1.6674], [-4.8061, -0.4596, 3.1853], [-1.5547, -0.1907, -0.3146], [0.9902, -1.1519, 3.2933], [-2.4865, -0.1665, 3.3871], [-0.0939, -0.8418, 4.2822], [4.3947, 1.2828, -0.4456], [-0.5699, -0.1022, 0.6731], [-0.9263, -1.5291, 4.3306], [2.8738, -1.7720, -0.8343], [1.1293, 0.0646, -1.0387], [-3.8389, -0.3241, -0.8600], [0.0534, -0.0029, 3.0543], [-4.6742, -0.2969, 1.9933], [0.4816, -0.1414, -3.3031], [0.4338, 1.0048, 3.1691], [2.5119, 0.8224, -3.4439], [0.7758, 0.0448, 0.2931], [-5.7905, 2.4927, -1.4293], [4.3797, 1.2794, -2.4998], [3.3138, -1.4022, -2.5014], [-2.2455, -0.1733, 2.3326], [0.1726, -0.3843, 5.2230], [1.5519, 0.1662, 1.0349], [-8.4476, 0.0062, -1.0227], [-5.7667, 0.1363, -0.7876], [2.8475, 1.1468, -2.4573], [0.8506, -2.0311, 2.6792], [2.3784, 2.1064, -2.2393], [5.9101, 1.0590, -1.0821], [4.7061, 2.3027, -2.6683], [-5.6296, -0.1620, 1.1274], [-1.9567, -0.2804, -2.4296], [4.7228, -0.6685, -1.0069], [4.8668, -0.8789, 0.0509], [4.8275, 0.6403, -3.2587], [-0.9444, -0.1238, 2.0086], [3.2994, -1.0063, -1.4787], [0.1201, -0.0844, -2.0077], [-8.3128, 2.4427, -1.6566], [-7.0460, -1.0715, -2.5698], [2.0135, -0.9223, 3.5554]], "lowdin_charge": [0.138, -0.119, -0.251, -0.007, 0.050, 0.107, 0.100, -0.029, -0.090, 0.154, -0.071, 0.181, -0.103, 0.116, 0.140, -0.156, -0.122, -0.257, -0.550, 0.085, 0.158, 0.125, 0.080, -0.076, -0.070, 0.139, 0.071, 0.116, 0.119, -0.086, 0.184, -0.124, 0.115, 0.143, 0.187, 0.139, -0.149, 0.150, -0.070, 0.135, 0.139, 0.020, -0.118, -0.186, 0.366, 0.072, 0.105]}